1.
The molecule C4H4FN3 in a non-equilibrium geometry. Source: OMol25; level of theory: the ωB97M-V functional and the def2-TZVPD basis.

Geometry (Å):
C 0.896 0.555 0.447
C 0.239 -0.079 1.540
C -0.828 -0.840 1.227
C -0.607 -0.136 -1.083
H 0.642 -0.121 2.563
H -1.223 -1.484 2.032
H -2.133 -1.337 -0.355
H -1.953 -0.549 -2.355
N -1.251 -0.905 -0.021
N -1.092 -0.056 -2.289
N 0.537 0.580 -0.757
F 2.123 1.018 0.755

The spin multiplicity is 1. The LUMO energy comes out at 0.43 eV. Its energy above the lowest of the compared OMol25 structures with the same formula, charge and spin is 34.7 kJ/mol. The total charge is 0. The calculation puts the orbital gap at 9.17 eV. As for the structure (SMILES): [H]/N=c1/nc(F)cc[nH]1.

---

2.
The molecule C4H4FNO in a non-equilibrium geometry. Source: OMol25; level of theory: the ωB97M-V functional and the def2-TZVPD basis.

Geometry (Å):
C 0.803 -0.377 0.003
C -1.390 0.100 -0.009
C -0.716 1.302 -0.001
C 0.670 0.981 -0.010
H 1.729 -2.070 -0.017
H -0.658 -1.912 0.026
H -2.484 -0.123 -0.005
H -1.140 2.281 0.017
N -0.457 -0.915 -0.001
O 1.952 -1.121 -0.003
F 1.691 1.854 0.000

The spin multiplicity is 1. The LUMO energy comes out at 0.46 eV. Its energy above the lowest of the compared OMol25 structures with the same formula, charge and spin is 61.4 kJ/mol. The total charge is 0. The calculation puts the orbital gap at 8.35 eV. As for the structure (SMILES): Oc1[nH]ccc1F.

---

3.
The molecule C4H4FNO in a non-equilibrium geometry. Source: OMol25; level of theory: the ωB97M-V functional and the def2-TZVPD basis.

Geometry (Å):
C -0.879 0.071 0.539
C -1.276 -1.129 0.731
C 0.251 0.856 -0.081
C 1.365 0.052 -0.652
N -1.999 -2.042 1.019
O 0.430 2.189 -0.231
F 1.845 0.640 -1.842
H 1.254 -0.969 -0.910
H 2.171 -0.088 -0.003
H -2.693 -2.140 1.719
H -0.469 2.560 -0.290

The spin multiplicity is 1. The LUMO energy (alpha / beta) comes out at -0.25 / -0.25 eV. Its energy above the lowest of the compared OMol25 structures with the same formula, charge and spin is 377.6 kJ/mol. The total charge is 0. The calculation puts the orbital gap (alpha / beta) at 8.49 / 8.49 eV. As for the structure (SMILES): N=C=C=C(O)CF.

---

4.
A 2-piece molecular cluster, C4H4FNO2 overall in a non-equilibrium geometry. Source: OMol25; level of theory: the ωB97M-V functional and the def2-TZVPD basis.

Geometry (Å):
C 0.509 0.274 -1.403
C 0.566 0.476 -0.094
C -1.889 -0.904 2.955
C -0.510 -0.072 0.704
N -0.608 0.391 2.061
O -2.527 -0.534 3.823
O -1.452 -0.745 0.332
F 0.620 0.825 2.592
H 1.151 0.794 -2.122
H -0.273 -0.440 -1.710
H 1.332 0.855 0.483
H -1.954 -1.341 1.947

The spin multiplicity is 1. The LUMO energy comes out at -0.64 eV. Its energy above the lowest of the compared OMol25 structures with the same formula, charge and spin is 409.7 kJ/mol. The total charge is 0. The calculation puts the orbital gap at 8.73 eV.

---

5.
C4H4HgN2O4 as an isolated structure in a non-equilibrium geometry. Source: OMol25; level of theory: the ωB97M-V functional and the def2-TZVPD basis.

Geometry (Å):
O 0.001 2.284 -3.427
C 0.001 1.646 -2.489
Hg 0.002 0.288 -0.306
C 1.980 -0.918 -0.649
C -1.980 -0.914 -0.649
O 2.968 -1.425 -0.931
O -2.969 -1.420 -0.933
N -0.016 1.861 3.756
C -0.012 1.036 2.711
N -0.017 -0.297 2.924
O -0.005 1.583 1.553
H -0.022 1.572 4.734
H -0.012 2.835 3.456
H -0.013 -1.001 2.207
H -0.023 -0.659 3.874

The spin multiplicity is 1. The LUMO energy comes out at -9.57 eV. Its energy above the lowest of the compared OMol25 structures with the same formula, charge and spin is 0.0 kJ/mol. The total charge is +2. The calculation puts the orbital gap at 8.64 eV.

---

6.
A 2-piece molecular cluster, C4H4I2NO3 overall in a non-equilibrium geometry. Source: OMol25; level of theory: the ωB97M-V functional and the def2-TZVPD basis.

Geometry (Å):
C 0.520 -2.888 1.434
C -0.345 1.180 -0.022
C 0.216 0.070 0.923
C -0.300 0.987 -2.299
N 0.255 1.053 -1.252
O 0.606 -3.655 0.556
O 0.502 -2.511 2.545
O 0.113 -1.159 0.396
I -2.552 1.270 -2.539
I 2.487 0.951 1.388
H -1.395 1.248 0.022
H 0.024 2.188 0.235
H -0.151 0.325 1.918
H 0.019 0.942 -3.305

The spin multiplicity is 1. The LUMO energy comes out at 2.53 eV. Its energy above the lowest of the compared OMol25 structures with the same formula, charge and spin is 13.2 kJ/mol. The total charge is -1. The calculation puts the orbital gap at 7.53 eV.

---

7.
C4H4I2O as an isolated structure in a non-equilibrium geometry. Source: OMol25; level of theory: the ωB97M-V functional and the def2-TZVPD basis.

Geometry (Å):
C 1.458 -0.420 0.886
C 0.397 0.417 0.846
C -0.349 -0.032 -1.608
C -0.813 0.262 0.079
O -0.696 0.558 -2.537
I -2.035 -1.590 0.149
I -2.191 1.942 0.297
H 2.302 -0.365 1.543
H 1.236 -1.325 0.383
H 0.333 1.345 1.517
H 0.357 -0.791 -1.554

The spin multiplicity is 1. The LUMO energy comes out at -0.72 eV. Its energy above the lowest of the compared OMol25 structures with the same formula, charge and spin is 97.0 kJ/mol. The total charge is 0. The calculation puts the orbital gap at 8.56 eV.

---

8.
An isolated ion of composition C4H4IN2 and charge +1 in a non-equilibrium geometry. Source: OMol25; level of theory: the ωB97M-V functional and the def2-TZVPD basis.

Geometry (Å):
C -0.757 0.787 -1.205
C -1.518 -0.099 -0.602
C -0.024 -0.992 0.672
C 0.612 1.111 -0.742
N 0.822 -0.057 0.165
N -1.272 -1.146 0.201
I 0.712 2.971 0.425
H 0.357 -1.755 1.505
H 1.228 1.332 -1.669
H 1.674 -0.278 0.633
H -1.834 -1.874 0.618

The spin multiplicity is 1. The LUMO energy (alpha / beta) comes out at -5.76 / -5.76 eV. Its energy above the lowest of the compared OMol25 structures with the same formula, charge and spin is 274.1 kJ/mol. The total charge is +1. The calculation puts the orbital gap (alpha / beta) at 7.76 / 7.76 eV. As for the structure (SMILES): I[C@@H]1C#C[NH+]=CN1.

---

9.
A 2-piece molecular cluster, C4H4INO2 overall in a non-equilibrium geometry. Source: OMol25; level of theory: the ωB97M-V functional and the def2-TZVPD basis.

Geometry (Å):
C 1.890 1.806 -1.042
C 3.986 0.936 0.680
C -0.365 1.066 -0.686
C -0.897 -0.308 -0.184
N 0.857 1.184 -1.032
O 3.985 2.066 0.958
O 4.081 -0.198 0.475
I 3.006 2.284 -2.770
H -0.994 1.835 -1.001
H -1.434 -0.304 0.702
H -0.183 -1.089 0.035
H -1.608 -0.873 -0.830

The spin multiplicity is 1. The LUMO energy comes out at -0.35 eV. Its energy above the lowest of the compared OMol25 structures with the same formula, charge and spin is 211.5 kJ/mol. The total charge is 0. The calculation puts the orbital gap at 7.65 eV.

---

10.
C4H4KO5 as an isolated structure in a non-equilibrium geometry. Source: OMol25; level of theory: the ωB97M-V functional and the def2-TZVPD basis.

Geometry (Å):
O -0.475 0.166 1.396
C 1.120 1.117 0.244
O 1.836 2.067 0.578
C 1.845 -0.162 -0.252
O 1.870 -1.141 0.550
O 2.390 -0.107 -1.360
O -0.085 1.408 -0.349
C -1.111 0.485 0.253
H -1.974 1.163 0.398
C -1.444 -0.607 -0.741
H -1.587 -0.192 -1.748
H -0.649 -1.355 -0.859
H -2.366 -1.107 -0.412
K 0.628 -1.736 2.303

The spin multiplicity is 1. The LUMO energy comes out at 1.83 eV. Its energy above the lowest of the compared OMol25 structures with the same formula, charge and spin is 0.0 kJ/mol. The total charge is -1. The calculation puts the orbital gap at 5.80 eV.